ORCA calculation (wB97M-V/def2-TZVPD) on a structure of composition C7H11Br2EuFO3 in a non-equilibrium geometry.

- <S²> = 15.759
- spin multiplicity = 8
- total charge = +2
- orbital gap (alpha / beta) (Ha) = 0.213 / 0.221

```
25
Properties=species:S:1:pos:R:3:lowdin_spin:R:1
Eu 4.265 -2.359 -1.783 7.02
C -0.027 -1.399 0.409 0.00
H -5.735 0.324 0.852 0.00
H -3.076 1.435 1.083 0.00
H -5.054 -0.665 -0.606 0.00
H -2.024 0.053 -1.082 0.00
H 3.157 2.198 -0.261 0.00
C 3.599 -0.072 -0.055 -0.01
C -4.895 0.331 0.003 0.00
Br 4.708 -0.651 1.506 0.00
H 3.686 -0.776 -1.009 -0.01
O -1.092 -0.495 0.873 0.00
H 4.929 1.812 0.344 0.00
O -0.270 -2.485 -0.377 0.00
H -2.695 -1.526 -0.296 0.00
H 1.833 0.878 1.048 0.00
H 4.517 1.525 -1.524 0.00
C -3.452 0.347 0.781 0.00
C 1.966 0.011 0.272 0.00
C -2.248 -0.476 -0.037 0.00
H -3.564 -0.245 1.810 0.00
C 4.083 1.482 -0.424 0.00
F -5.132 1.570 -0.798 0.00
Br 1.106 0.427 -1.529 0.00
O 1.413 -1.245 0.803 0.00
```